Record 1
Molecular formula: C5H13N2O
Method: DFT, ωB97M-V/def2-TZVPD

Last column: Löwdin charge in e.
CARTESIAN COORDINATES (ANGSTROEM)
O -0.2283 -0.3919 0.2870  -0.049
N -0.9680 1.7202 -0.1829  0.019
N 0.5734 -2.7649 -0.1013  0.110
C -0.1077 0.6973 -0.2691  -0.330
C 0.3847 -3.0586 1.3447  -0.061
C 0.5131 3.6388 -0.3549  -0.117
C -0.8432 3.0695 -0.7754  -0.216
C -0.2292 -3.9951 0.3609  0.007
H 1.5301 -2.8086 -0.3659  0.165
H -1.3031 -3.7888 0.0870  0.152
H -0.8088 2.9348 -1.8659  0.116
H 0.9970 3.1367 0.4701  0.061
H 1.2473 3.4851 -1.2191  0.091
H -0.1861 -2.4092 1.9681  0.118
H 1.3625 -3.5364 1.7020  0.160
H 0.2015 -4.9856 0.2289  0.128
H -1.6157 3.7805 -0.3312  0.143
H 0.0015 -2.0070 -0.2910  0.056
H -1.7998 1.5916 0.4320  0.170
H 0.8509 0.9323 -0.9415  0.182
H 0.4279 4.7596 -0.1824  0.096

charge: +1
energy above the lowest of the compared OMol25 structures with the same formula, charge and spin: 2.601 eV

---

Record 2
Molecular formula: C5H13N2O
Method: DFT, ωB97M-V/def2-TZVPD

Last column: Löwdin charge in e.
CARTESIAN COORDINATES (ANGSTROEM)
O 1.9974 -0.6923 -1.0405  0.188
N 1.0484 1.2584 -0.1943  0.229
N -2.8537 -0.6027 0.9915  0.246
C 1.5004 0.1468 -0.4021  -0.520
C -1.3953 -1.8022 -0.5815  -0.028
C -1.6378 -0.6265 0.3597  -0.264
C -2.9889 0.3317 2.0179  -0.021
C 3.8955 1.6064 -1.1012  -0.044
H -1.3236 0.3169 -0.1390  0.180
H 4.3362 2.5914 -1.1993  0.034
H 3.4696 1.5997 -0.1011  0.006
H 3.1413 1.5058 -1.8769  0.021
H -3.7469 0.0975 2.7667  0.122
H -0.4052 -1.8401 -1.0023  0.075
H -2.0545 0.4133 2.5863  0.128
H 4.5073 0.7103 -1.1585  0.035
H -0.8255 -0.6861 1.1176  0.170
H -1.6329 -2.7685 -0.1354  0.099
H -2.1996 -1.7445 -1.3233  0.101
H 0.3727 0.4930 0.2901  0.069
H -3.2145 1.3186 1.5677  0.176

charge: +1
energy above the lowest of the compared OMol25 structures with the same formula, charge and spin: 8.271 eV

---

Record 3
Molecular formula: C5H13N2O
Method: DFT, ωB97M-V/def2-TZVPD

Last column: Löwdin charge in e.
CARTESIAN COORDINATES (ANGSTROEM)
O -0.9901 -0.3447 -0.1523  0.125
N 1.2427 -0.9106 1.7102  0.110
N -5.3255 -0.1333 0.3056  -0.001
C 0.7972 0.4521 -1.4119  0.136
C 2.1272 -0.7876 0.6206  -0.254
C 2.5278 0.6844 0.3333  -0.095
C 1.3117 1.3221 -0.4083  -0.145
C -0.4453 -0.3282 -1.2237  -0.189
H 0.5715 1.5482 0.3583  0.138
H 2.7042 1.2055 1.2735  0.131
H -0.8429 -0.9261 -2.0484  0.147
H 1.7038 2.2503 -0.8558  0.162
H 1.2778 0.3353 -2.3743  0.150
H 3.4181 0.6679 -0.2901  0.125
H 3.0175 -1.3767 0.8059  0.134
H 1.3309 -1.7911 2.2000  0.113
H 0.2590 -0.7457 1.5174  0.079
H -5.4536 0.7329 -0.2019  0.000
H -5.0905 0.1179 1.2587  0.002
H 1.6756 -1.1307 -0.3572  0.124
H -6.2091 -0.6210 0.3367  0.005

charge: +1
energy above the lowest of the compared OMol25 structures with the same formula, charge and spin: 4.809 eV

---

Record 4
Molecular formula: C5H13N2O
Method: DFT, ωB97M-V/def2-TZVPD

Last column: Löwdin charge in e.
CARTESIAN COORDINATES (ANGSTROEM)
O 0.7826 -0.8322 1.9394  0.091
N -1.5421 1.4032 1.1700  0.187
N 0.1096 0.5021 -0.6544  -0.055
C -2.0669 0.2530 0.2708  -0.130
C 2.4194 -0.4742 -1.1307  -0.041
C -1.0292 -0.4431 -0.5757  -0.190
C 1.0413 -1.2607 0.8859  -0.200
C 1.3326 -0.0552 -0.2063  -0.388
H -0.8314 -1.4327 -0.0954  0.112
H 3.1581 -0.8530 -0.4343  0.094
H 1.6743 0.9261 0.3445  0.167
H -2.2786 1.7547 1.7855  0.174
H -1.3576 -0.7016 -1.5747  0.130
H -2.7013 -0.5172 0.8618  0.152
H -1.1433 2.0817 0.5910  0.116
H -0.5804 1.0822 1.5625  0.183
H -3.0188 0.6798 -0.3317  0.169
H 2.1281 -1.2077 -1.8063  0.070
H 2.8644 0.4353 -1.4835  0.087
H 0.1786 0.9174 -1.5636  0.130
H 0.8607 -2.2578 0.4450  0.141

charge: +1
SMILES: C[C@H](C=O)NCC[NH3+]
energy above the lowest of the compared OMol25 structures with the same formula, charge and spin: 3.974 eV

---

Record 5
Molecular formula: C5H13N2O
Method: DFT, ωB97M-V/def2-TZVPD

Last column: Löwdin charge in e.
CARTESIAN COORDINATES (ANGSTROEM)
O -0.0310 -2.0244 -0.8461  -0.058
N -2.0153 0.3102 -0.9310  -0.026
N 2.1140 -1.2226 0.6820  0.188
C 2.1932 0.1337 1.5110  -0.083
C -0.1192 0.5240 0.3612  -0.125
C 1.1354 1.1007 1.0296  -0.170
C -0.8619 1.1030 -0.5797  -0.128
C -3.0623 1.0119 -1.1373  0.000
H -3.9909 0.4557 -1.1977  0.080
H -0.6596 -1.3866 -1.2125  0.030
H 1.6251 1.8357 0.3836  0.123
H 3.1972 0.4767 1.2381  0.125
H 2.9635 -1.4661 0.1797  0.162
H 2.2436 -0.0943 2.5614  0.121
H -0.3287 -0.4284 0.8249  0.107
H -3.1561 2.0849 -1.2510  0.086
H 0.6666 1.6692 1.8437  0.131
H -0.7875 2.0922 -1.0108  0.125
H 0.0681 -2.8255 -1.3603  0.071
H 1.9027 -1.9632 1.3480  0.160
H 1.3255 -1.1581 0.0099  0.080

charge: +1
energy above the lowest of the compared OMol25 structures with the same formula, charge and spin: 2.614 eV

---

Record 6
Molecular formula: C5H13N2O
Method: DFT, ωB97M-V/def2-TZVPD

Last column: Löwdin charge in e.
CARTESIAN COORDINATES (ANGSTROEM)
O -2.1319 -1.4637 0.5183  -0.024
N -0.4854 -0.9902 -1.3501  0.249
N 0.0162 2.3451 0.1842  0.045
C 0.0774 1.3149 -0.7931  -0.223
C -1.6873 -0.1381 0.5009  -0.185
C 1.3521 -0.8950 0.7142  -0.102
C -0.5631 -0.0248 -0.4848  -0.253
C 2.6002 -0.7693 0.2904  -0.001
H 3.1469 -1.6047 -0.1142  0.068
H -2.4749 0.5411 0.1230  0.164
H 0.8636 -1.8539 0.7552  0.081
H -2.8423 -1.5812 1.1586  0.127
H -0.4390 1.6750 -1.6963  0.153
H -1.3975 0.2181 1.4978  0.146
H 3.1297 0.1682 0.3455  0.069
H 1.1217 1.1564 -1.0785  0.128
H -0.9184 2.6205 0.4489  0.090
H 0.8935 -0.0991 1.2787  0.062
H 0.5969 2.1951 0.9951  0.087
H 0.1870 -0.9889 -2.1070  0.168
H -1.0453 -1.8254 -1.1868  0.152

charge: +1
energy above the lowest of the compared OMol25 structures with the same formula, charge and spin: 2.787 eV

---

no.,electronic energy (hartree),M (g/mol),Kohn-Sham gap (eV)
1,-382.76606,117.17,10.652
2,-382.55767,117.17,5.522
3,-382.68491,117.17,4.383
4,-382.71560,117.17,10.117
5,-382.76559,117.17,9.764
6,-382.75923,117.17,9.420